Record 1
Density functional theory data (ωB97M-V/def2-TZVPD) for C57H49AsBN4O2RuS as an isolated structure.

Output
- relative energy (zero: lowest compared OMol25 entry of this formula, charge and spin) (eV) = 0.1427
- multiplicity = 6
- gap between HOMO and LUMO (alpha / beta) (eV) = 5.0107 / 5.2317
- net charge = 0
- max |F| (hartree/bohr) = 0.0133

Each line ends with the Löwdin charge.
CARTESIAN COORDINATES (ANGSTROEM)
Ru -0.21216 -0.95526 0.10930  1.2558
C -6.70321 -2.33286 -3.80171  -0.0883
C -6.64472 -1.11519 -3.13890  -0.0765
C -5.50774 -0.75785 -2.42949  -0.0397
C -4.40811 -1.61114 -2.37568  -0.1931
C -4.46732 -2.82528 -3.06108  -0.0301
C -5.60923 -3.18672 -3.76399  -0.0750
C -3.16884 -1.27518 -1.62263  -0.0392
C -2.02403 -1.11972 -2.35225  -0.2230
C -1.96965 -0.90688 -3.77331  0.0263
C -0.72113 -0.47676 -4.07533  0.0189
C 0.04076 -0.47439 -2.85640  -0.2095
C 1.41868 -0.17815 -2.74513  -0.0598
C 2.05721 0.55428 -3.86893  -0.1815
C 3.17600 0.04945 -4.53243  -0.0359
C 3.77110 0.76473 -5.56293  -0.0782
C 3.26228 2.00000 -5.94202  -0.0899
C 2.14599 2.51091 -5.29192  -0.0720
C 1.54571 1.79128 -4.26803  -0.0270
C 2.18892 -0.57097 -1.64223  -0.2494
N 1.67146 -1.30394 -0.57953  -0.0311
C 2.73034 -1.64285 0.22679  -0.2489
C 2.56429 -2.61629 1.32490  -0.1038
C 3.50472 -3.76175 1.40871  -0.1774
C 4.89485 -3.59491 1.42213  -0.0630
C 5.75061 -4.68418 1.50115  -0.0793
C 5.24363 -5.97436 1.56420  -0.0899
C 3.86871 -6.16241 1.53414  -0.0764
C 3.01350 -5.07249 1.45231  -0.0402
C 1.43446 -2.63306 2.14718  -0.2726
C 1.10742 -3.46715 3.20100  -0.0050
C -0.16813 -3.07727 3.72467  0.0089
C -0.62089 -2.01854 3.02172  -0.2790
N 0.36695 -1.66783 2.05193  -0.4518
C -1.91769 -1.35417 3.10995  -0.0828
C -2.65440 -1.04028 1.95578  -0.2325
C -4.03970 -0.76711 1.88109  -0.0084
C -4.41088 -0.87478 0.55092  -0.0110
C -3.25220 -1.12115 -0.18780  -0.2236
N -2.16624 -1.18967 0.66017  -0.0245
C -2.46282 -1.21964 4.47444  -0.1810
C -1.65202 -0.64967 5.46460  -0.0280
C -2.12779 -0.45088 6.74992  -0.0795
C -3.42466 -0.82976 7.08255  -0.0945
C -4.22516 -1.43616 6.12397  -0.0820
C -3.74749 -1.63659 4.83436  -0.0421
C 3.89858 -1.06280 -0.26524  -0.0221
C 3.56382 -0.38263 -1.43197  0.0095
N -0.75478 -0.88680 -1.83241  -0.0234
H -7.59532 -2.61236 -4.34781  0.1013
H -7.48630 -0.43460 -3.17875  0.1038
H -5.45962 0.21023 -1.94533  0.1199
H -3.61342 -3.49153 -3.02725  0.1230
H -5.64167 -4.13767 -4.28005  0.1031
H -2.80569 -1.02100 -4.44630  0.1207
H -0.34086 -0.18967 -5.04424  0.1187
H 3.56434 -0.92086 -4.24833  0.1197
H 4.63308 0.35425 -6.07424  0.1024
H 3.73294 2.56161 -6.74069  0.1006
H 1.74499 3.47589 -5.57661  0.1026
H 0.68394 2.20143 -3.74886  0.1152
H 5.31226 -2.60047 1.40733  0.0687
H 6.82158 -4.51994 1.51735  0.1041
H 5.91280 -6.82388 1.62886  0.1011
H 3.45605 -7.16377 1.56762  0.1033
H 1.94553 -5.23900 1.38345  0.1163
H 1.71191 -4.28949 3.54976  0.1090
H -0.71335 -3.56441 4.52004  0.1249
H -4.68126 -0.52311 2.71387  0.1024
H -5.40689 -0.78142 0.15060  0.1009
H -0.64660 -0.34157 5.20157  0.1082
H -1.48821 0.00268 7.49842  0.1022
H -3.80398 -0.65648 8.08315  0.0993
H -5.22617 -1.76250 6.38113  0.1017
H -4.35942 -2.15350 4.10538  0.1095
H 4.87237 -1.09693 0.18859  0.0895
H 4.22367 0.20630 -2.05026  0.1128
C 6.19738 -0.58191 3.97617  -0.3417
As 4.29751 -1.02625 3.75030  1.0757
C 4.32746 -2.63104 4.87806  -0.3166
C 3.60655 0.19033 5.12434  -0.3411
S 0.75914 0.06374 2.08469  0.7569
H 6.45277 -0.51065 5.03551  0.0194
H 6.41663 0.36819 3.49017  0.0143
H 6.81041 -1.35807 3.51604  0.0102
H 4.75861 -2.39911 5.85420  0.0230
H 4.91774 -3.41118 4.39671  0.0134
H 3.31046 -2.99925 5.01558  0.0051
H 4.18011 0.09185 6.04802  0.0197
H 2.56079 -0.05088 5.32242  0.0056
H 3.65907 1.22097 4.77329  0.0179
C -1.52462 7.65063 -2.16903  -0.0571
C -2.07433 6.31227 -2.67946  -0.5593
C -3.56146 6.24133 -2.32030  -0.0695
C -1.93255 6.25957 -4.20984  -0.0449
C -1.29004 5.13908 -2.07473  -0.1648
C 0.10785 5.18199 -2.02563  -0.0290
C 0.88120 4.12920 -1.53429  0.0199
C 0.20313 3.01898 -1.09480  -0.2090
O 0.69968 1.84277 -0.57241  0.1234
B -0.43071 1.04134 -0.35050  -0.6385
O -1.59053 1.72854 -0.67793  0.1749
C -1.17098 2.95523 -1.14947  -0.1752
C -1.94509 3.98636 -1.62570  0.0724
H -2.12744 8.47019 -2.56762  0.0826
H -0.49374 7.82200 -2.48171  0.0719
H -1.56152 7.69743 -1.07774  0.0938
H -4.05834 7.16246 -2.63188  0.0842
H -3.70334 6.12933 -1.24256  0.0913
H -4.06372 5.41098 -2.82314  0.0806
H -2.39966 7.13512 -4.67175  0.0853
H -2.41023 5.36134 -4.61077  0.0874
H -0.87973 6.23964 -4.50049  0.0806
H 0.62473 6.06095 -2.39014  0.1054
H 1.96381 4.17823 -1.50264  0.1278
H -3.02271 3.88480 -1.64589  0.1212

Atoms 1-3, force components in eV/Å:
Ru -0.128 -0.390 0.541
C 0.037 -0.037 0.006
C -0.001 0.016 0.004


Record 2
Density functional theory data (ωB97M-V/def2-TZVPD) for C57H51CrNO2P2S2 as an isolated structure at a distorted geometry.

Output
- multiplicity = 2
- gap between HOMO and LUMO (alpha / beta) (eV) = 7.0010 / 7.4107
- net charge = +3
- max |F| (hartree/bohr) = 0.0476

Each line ends with the Löwdin charge.
CARTESIAN COORDINATES (ANGSTROEM)
Cr -0.06528 0.00574 0.01414  0.3500
O 0.32182 0.36504 3.44984  -0.3977
S -0.56908 -0.13976 2.41714  0.9207
C -2.16318 0.65274 2.72644  -0.3199
C -2.59978 0.87514 4.02054  -0.0362
C -3.79278 1.54704 4.23244  -0.0132
C -4.51088 2.05184 3.15674  -0.0165
C -4.05028 1.86514 1.86674  -0.0625
C -2.88228 1.13434 1.63864  -0.3288
P -2.21988 0.96944 -0.05756  1.0726
C -3.69838 0.65334 -1.05266  -0.3559
C -4.78628 -0.00296 -0.47596  -0.1041
C -5.90128 -0.29536 -1.23966  -0.0465
C -5.92698 0.03654 -2.58486  -0.0312
C -4.82798 0.64644 -3.17346  -0.0392
C -3.71298 0.95534 -2.41436  -0.0988
C -1.79738 2.73084 -0.26546  -0.3323
C -2.65578 3.69724 -0.77776  -0.0604
C -2.30948 5.03614 -0.68936  -0.0354
C -1.12658 5.41624 -0.07286  -0.0426
C -0.25578 4.45424 0.42464  -0.0658
C -0.58518 3.11534 0.31584  -0.1105
C -0.98368 -1.84156 2.85044  -0.3248
C -1.22518 -2.21756 4.15984  -0.0361
C -1.55748 -3.53426 4.43754  -0.0144
C -1.65148 -4.46206 3.40924  -0.0168
C -1.36738 -4.09326 2.10554  -0.0447
C -1.00588 -2.77426 1.82024  -0.3428
P -0.44938 -2.33536 0.14164  1.0790
C -1.64108 -3.30296 -0.82386  -0.3659
C -1.31378 -4.42896 -1.56966  -0.0557
C -2.33138 -5.17496 -2.14416  -0.0394
C -3.65468 -4.79026 -1.99536  -0.0369
C -3.97798 -3.64586 -1.27826  -0.0415
C -2.97398 -2.90886 -0.68626  -0.1081
C 1.16492 -3.13246 -0.02746  -0.3443
C 1.83112 -3.66436 1.07314  -0.0575
C 3.06912 -4.25726 0.90104  -0.0448
C 3.65112 -4.30616 -0.35516  -0.0486
C 3.00282 -3.74536 -1.44746  -0.0562
C 1.76352 -3.15326 -1.28826  -0.0993
H -1.98888 0.55674 4.84924  0.1151
H -4.15598 1.69444 5.23564  0.1264
H -5.41078 2.62484 3.32064  0.1270
H -4.58948 2.28764 1.02954  0.1200
H -4.77248 -0.25996 0.57574  0.1119
H -6.74138 -0.79466 -0.78046  0.1227
H -6.80118 -0.18716 -3.17636  0.1227
H -4.83998 0.86574 -4.23126  0.1203
H -2.85078 1.42494 -2.86986  0.1108
H -3.58978 3.40194 -1.23406  0.1120
H -2.97858 5.78624 -1.08006  0.1225
H -0.88878 6.46354 0.03074  0.1212
H 0.65802 4.75274 0.92074  0.1052
H 0.08612 2.34724 0.73294  0.0834
H -1.12268 -1.49436 4.95164  0.1152
H -1.74538 -3.83466 5.45554  0.1265
H -1.91268 -5.48696 3.62314  0.1265
H -1.39878 -4.83116 1.31544  0.1250
H -0.28648 -4.74286 -1.68116  0.1082
H -2.09018 -6.06436 -2.70556  0.1205
H -4.43898 -5.38576 -2.43366  0.1200
H -5.00688 -3.33606 -1.17606  0.1115
H -3.20728 -2.02636 -0.09806  0.0884
H 1.38332 -3.63146 2.05384  0.1094
H 3.57272 -4.69256 1.74884  0.1182
H 4.61092 -4.78336 -0.48216  0.1184
H 3.46112 -3.78126 -2.42406  0.1155
H 1.24772 -2.72086 -2.13766  0.1091
C 0.80162 3.71244 -2.99746  0.0242
N 1.87062 2.78714 -3.41176  -0.1885
C 3.17182 3.47264 -3.49376  0.0227
C 1.90282 1.55774 -2.56476  -0.0990
C 0.79202 0.61484 -2.98496  -0.2300
C 0.71362 0.32004 -4.34876  -0.0367
C -0.28148 -0.49156 -4.85876  -0.0292
C -1.21988 -1.00846 -3.98266  -0.0385
C -1.10828 -0.73866 -2.63116  -0.1734
C -0.10108 0.05454 -2.06076  -0.1802
H 0.71672 4.53364 -3.70766  0.1232
H 1.02422 4.12104 -2.01376  0.0991
H -0.14858 3.18484 -2.95236  0.1068
H 1.62782 2.45364 -4.35836  0.1609
H 3.47192 3.84694 -2.51696  0.1137
H 3.10792 4.31474 -4.18106  0.1195
H 3.93932 2.79474 -3.86266  0.1165
H 1.81282 1.83944 -1.51196  0.0914
H 2.87132 1.07474 -2.71526  0.1387
H 1.46212 0.70234 -5.03406  0.1227
H -0.31598 -0.71426 -5.91276  0.1238
H -2.03038 -1.62016 -4.34436  0.1251
H -1.86458 -1.15926 -1.98696  0.0462
O 1.93192 -0.02336 0.54974  -0.5895
S 3.21662 0.83004 0.54494  1.1014
C 4.63942 -0.21736 0.94834  -0.3414
C 5.16992 -0.43176 2.21214  -0.0447
C 6.38312 -1.09466 2.32884  -0.0346
C 7.06712 -1.52886 1.20414  -0.0309
C 6.51542 -1.34006 -0.05476  -0.0490
C 5.30832 -0.67656 -0.18126  -0.0968
C 3.05072 1.89734 1.98764  -0.3681
C 2.75752 1.41324 3.25164  -0.1097
C 2.60152 2.31714 4.28974  -0.0348
C 2.73602 3.67684 4.06964  -0.0291
C 3.05252 4.15194 2.80534  -0.0587
C 3.21392 3.25934 1.76204  -0.0961
H 4.67892 -0.08226 3.10614  0.1006
H 6.80892 -1.25396 3.30764  0.1228
H 8.02782 -2.01086 1.30524  0.1239
H 7.04262 -1.67936 -0.93246  0.1192
H 4.87982 -0.50026 -1.15666  0.1008
H 2.61042 0.36034 3.43304  0.1066
H 2.37142 1.94124 5.27264  0.1250
H 2.60622 4.36574 4.88714  0.1217
H 3.18862 5.20774 2.63884  0.1181
H 3.48812 3.61174 0.77794  0.1037

Atoms 1-3, force components in eV/Å:
Cr 2.250 -0.619 -0.737
O 0.572 0.247 0.261
S -1.702 -0.520 0.753


What is the multiplicity in the first record? 6


Which of these has the highest max |F|? C57H51CrNO2P2S2


What is the formula in the second record? C57H51CrNO2P2S2


Which of these has the lowest multiplicity? C57H51CrNO2P2S2